(1)
{"formula": "C35H34ClNOPtSi2", "method": "ωB97M-V with the def2-TZVPD basis set", "species": ["Pt", "Cl", "Si", "Si", "O", "N", "C", "C", "C", "C", "C", "C", "C", "C", "C", "C", "C", "C", "C", "C", "C", "C", "C", "C", "C", "C", "C", "C", "C", "C", "C", "C", "C", "C", "C", "C", "C", "C", "C", "C", "C", "H", "H", "H", "H", "H", "H", "H", "H", "H", "H", "H", "H", "H", "H", "H", "H", "H", "H", "H", "H", "H", "H", "H", "H", "H", "H", "H", "H", "H", "H", "H", "H", "H", "H"], "xyz": [[-1.303, -1.241, 1.176], [4.338, 1.253, 1.377], [-0.779, -0.849, -1.292], [2.980, 1.207, -0.173], [0.686, -2.567, 3.163], [-0.478, 0.037, 2.826], [0.582, 1.048, -3.255], [0.922, 2.894, 0.788], [-3.377, -1.353, 2.302], [-0.566, 0.783, -2.489], [-0.264, -2.034, -2.727], [1.022, -2.449, -3.117], [-0.061, 4.692, -0.499], [0.563, -0.164, 3.667], [0.313, -1.721, 0.158], [1.180, -3.160, -4.317], [0.992, -2.975, 0.207], [0.910, 4.509, -1.503], [-3.611, -0.700, 3.551], [0.102, -3.296, -5.196], [1.875, 2.690, -0.226], [2.329, -0.487, -0.196], [-1.379, -2.342, -3.523], [-1.088, 2.043, 4.009], [1.891, 3.526, -1.366], [-2.757, -1.251, 4.555], [-1.284, 1.115, 2.988], [2.989, -1.719, -0.178], [-1.681, 1.595, -2.745], [-0.462, 2.948, -4.361], [-1.637, 2.667, -3.657], [-0.036, 3.914, 0.662], [0.639, 2.112, -4.175], [0.912, -0.421, -0.151], [-2.026, -2.303, 4.002], [0.915, 0.844, 4.575], [1.440, -1.382, 3.499], [0.065, 1.929, 4.787], [-1.180, -2.874, -4.805], [2.330, -2.957, -0.122], [-2.392, -2.449, 2.586], [0.461, 0.522, 0.238], [2.640, 3.386, -2.164], [-1.781, -2.477, 0.232], [-2.498, -3.433, 2.116], [-2.635, 1.369, -2.264], [0.898, 2.260, 1.684], [2.153, -3.592, -4.553], [-4.378, 0.054, 3.740], [2.869, -3.884, -0.343], [-4.043, -1.390, 1.429], [-0.407, 3.788, -5.055], [3.758, 1.363, -1.351], [-1.359, -2.973, 4.538], [0.900, 5.116, -2.415], [-2.160, 1.184, 2.327], [4.074, -1.741, -0.286], [0.461, -3.850, 0.595], [1.876, 0.718, 5.080], [-2.225, -0.729, -1.110], [0.322, 2.694, 5.524], [-2.686, -0.879, 5.585], [1.922, -2.257, -2.514], [-2.397, -2.133, -3.159], [1.556, 2.282, -4.744], [-0.849, 5.436, -0.635], [0.253, -3.755, -6.175], [1.951, -1.604, 4.463], [1.238, -3.069, 2.528], [-1.840, 2.820, 4.163], [1.462, 0.403, -3.175], [-0.777, 4.067, 1.458], [-2.531, 3.279, -3.818], [-2.038, -2.974, -5.473], [2.202, -1.112, 2.730]], "forces_ev_per_angstrom": [[0.0, -2.1, 2.3], [-0.2, 0.1, 0.3], [3.0, 0.5, -3.4], [2.0, 1.0, 0.2], [0.9, 0.6, -0.5], [-0.8, 0.5, -0.4], [1.4, 0.6, -1.4], [-0.5, 0.7, -0.2], [0.1, -2.9, 0.2], [-1.4, -0.7, 0.7], [-0.9, 0.9, 1.1], [0.4, -0.3, -0.6], [0.3, -0.1, -0.2], [-0.3, 0.7, -0.7], [0.6, -1.5, 0.8], [0.0, 0.4, 0.7], [-0.5, 1.3, 0.0], [-0.1, 0.0, 0.2], [0.7, 0.2, 1.7], [-0.5, 0.0, 0.1], [-0.6, -0.4, 0.2], [0.9, -1.5, -0.2], [0.0, 0.0, -1.3], [-0.2, -0.3, -0.4], [-0.3, -0.2, 0.3], [-1.3, 1.3, -0.8], [0.3, 0.1, 0.8], [0.3, 2.3, -0.9], [-0.9, 0.8, -1.0], [1.0, -0.3, -0.2], [-1.1, -0.9, 1.4], [0.2, -0.4, 0.0], [0.4, -0.3, 0.4], [-1.9, -0.1, 0.0], [-0.2, -0.5, -0.8], [0.0, -0.5, -0.1], [0.3, -0.5, 0.3], [0.3, 0.0, -0.2], [-0.2, -0.1, 0.4], [-0.5, -1.3, 0.2], [-1.5, 0.6, 0.1], [0.4, -0.7, 0.1], [-0.4, 0.0, 0.6], [-0.1, 1.2, 0.6], [0.2, 0.5, 0.2], [0.3, 0.1, 0.0], [0.2, 0.2, -0.3], [-0.3, 0.3, -0.1], [0.4, -0.1, -0.2], [-0.1, 0.3, 0.5], [0.2, 0.2, 0.6], [-0.1, -0.3, 0.1], [0.7, 0.1, -1.1], [-0.1, 0.2, -0.2], [-0.1, -0.1, 0.5], [0.6, 0.1, 0.2], [-0.2, 0.2, 0.2], [0.1, 0.1, -0.7], [-0.5, 0.2, 0.2], [-0.4, 0.2, 0.0], [-0.1, -0.3, -0.2], [-0.1, -0.3, -0.5], [-0.7, 0.0, -0.3], [0.5, 0.1, -0.4], [-0.3, -0.1, 0.2], [0.3, -0.1, 0.1], [-0.1, 0.2, 0.3], [-0.1, 0.5, -0.6], [-0.5, 0.3, 0.6], [0.4, -0.1, 0.0], [-0.3, 0.1, 0.1], [0.3, 0.0, -0.4], [0.4, -0.2, 0.1], [0.3, -0.2, 0.2], [-0.4, -0.4, 0.4]], "lowdin_spin": [0.35, 0.01, 0.21, 0.02, 0.02, 0.01, 0.18, 0.01, 0.30, 0.27, 0.10, 0.04, 0.00, 0.01, 0.36, 0.01, 0.02, 0.00, 0.27, 0.07, 0.01, 0.13, 0.05, 0.01, 0.00, 0.12, 0.01, 0.04, 0.04, 0.18, 0.11, 0.00, 0.00, 0.26, 0.34, 0.01, 0.00, 0.01, 0.00, 0.17, 0.13, 0.03, 0.00, 0.01, 0.00, 0.00, 0.00, 0.00, 0.01, 0.01, 0.01, 0.01, 0.00, 0.01, 0.00, 0.01, 0.00, 0.00, 0.00, 0.03, 0.00, 0.00, 0.00, 0.00, 0.00, 0.00, 0.00, 0.00, 0.00, 0.00, 0.00, 0.00, 0.00, 0.00, 0.00], "total_charge": 2, "multiplicity": 5, "lumo_energy_ha": [-0.21475, -0.34904], "s_squared": 6.059, "homo_energy_ha": [-0.412, -0.507], "de_lowest_kj_mol": 142.00}

***

(2)
{"formula": "C22H28N4O4S", "method": "ωB97M-V with the def2-TZVPD basis set", "species": ["S", "O", "O", "O", "O", "N", "N", "N", "N", "C", "C", "C", "C", "C", "C", "C", "C", "C", "C", "C", "C", "C", "C", "C", "C", "C", "C", "C", "C", "C", "C", "H", "H", "H", "H", "H", "H", "H", "H", "H", "H", "H", "H", "H", "H", "H", "H", "H", "H", "H", "H", "H", "H", "H", "H", "H", "H", "H", "H"], "xyz": [[0.263, -2.959, 3.525], [1.252, 1.722, 4.408], [2.182, 1.149, -2.742], [0.626, -1.691, -2.920], [1.543, -0.324, 1.237], [2.205, -1.297, -1.339], [-1.346, -1.151, 2.647], [0.475, -0.309, 3.926], [-0.262, -0.153, -0.086], [0.944, -1.497, -1.765], [0.295, 1.720, 1.366], [4.325, 0.881, -3.621], [1.965, 1.024, -4.140], [-2.578, 0.594, -0.083], [-1.105, 1.297, -1.849], [-0.444, 1.641, 2.715], [-1.114, -3.436, 2.600], [-4.542, 2.748, -2.490], [-4.979, 1.279, 0.000], [-0.070, -1.495, -0.613], [-1.322, 0.599, -0.671], [3.416, 0.541, -2.435], [3.265, -0.988, -2.264], [-2.158, 1.986, -2.422], [0.589, 0.333, 0.833], [-0.262, -1.287, 3.330], [-3.421, 1.993, -1.845], [-1.829, -2.348, 2.229], [-3.632, 1.289, -0.655], [0.487, 1.060, 3.749], [3.348, 0.867, -4.803], [4.204, -1.411, -1.901], [1.229, -0.637, 4.521], [-4.205, 3.233, -3.402], [1.326, 0.155, -4.336], [-1.994, 2.530, -3.341], [-5.727, 0.853, -0.667], [-0.124, 1.300, -2.295], [-0.305, 2.285, 0.654], [-1.344, 1.037, 2.621], [-4.957, 0.693, 0.916], [-0.699, 2.654, 3.031], [3.551, 1.677, -5.501], [5.137, 0.166, -3.734], [3.404, -0.074, -5.348], [-2.732, -2.365, 1.647], [0.301, -2.136, 0.193], [1.249, 2.228, 1.519], [4.748, 1.876, -3.484], [1.443, 1.928, -4.463], [-5.294, 2.293, 0.245], [-1.302, -4.468, 2.393], [2.335, -1.040, -0.364], [2.999, -1.443, -3.220], [-5.364, 2.077, -2.737], [-4.930, 3.510, -1.815], [3.751, 0.977, -1.489], [-2.723, 0.045, 0.835], [-1.029, -1.866, -0.977]], "forces_ev_per_angstrom": [[-0.3, 0.5, -0.2], [0.1, 0.2, 0.0], [-0.1, 0.1, 0.2], [-0.2, 0.0, -0.4], [0.3, 0.0, 0.2], [0.5, 0.1, 0.2], [0.0, 0.8, 0.2], [0.5, -0.1, 0.7], [-0.1, -0.2, -0.3], [-0.3, -0.2, 0.5], [0.1, 0.0, 0.0], [-0.2, 0.1, 0.2], [-0.3, 0.0, -0.4], [0.1, 0.0, -0.1], [0.0, -0.1, 0.2], [0.0, 0.2, -0.1], [0.0, 0.1, 0.0], [0.0, 0.0, 0.0], [0.0, 0.0, 0.0], [0.2, -0.3, -0.1], [-0.2, 0.3, -0.2], [0.4, -0.4, 0.1], [-0.1, 0.4, -0.1], [-0.1, 0.0, 0.1], [0.0, 0.5, -0.1], [0.0, -1.1, 0.0], [0.1, 0.0, 0.0], [0.2, -0.8, 0.0], [0.1, 0.0, 0.0], [-0.3, 0.1, 0.0], [-0.1, 0.0, 0.0], [0.0, 0.0, -0.1], [-0.1, 0.2, -0.1], [0.0, 0.0, -0.1], [0.1, 0.1, 0.0], [0.0, 0.1, -0.1], [-0.1, 0.0, 0.0], [0.1, 0.0, 0.0], [0.1, 0.0, 0.1], [0.0, 0.2, 0.0], [0.0, 0.0, 0.1], [0.1, -0.1, 0.1], [0.0, 0.0, 0.0], [0.1, 0.0, 0.0], [0.0, 0.0, 0.0], [-0.2, -0.1, -0.1], [-0.1, 0.0, 0.0], [0.0, -0.1, -0.1], [0.0, 0.0, 0.0], [0.0, -0.1, 0.0], [-0.1, 0.1, 0.0], [-0.1, -0.2, -0.1], [-0.2, -0.1, -0.1], [0.1, 0.0, 0.0], [-0.1, 0.0, 0.0], [-0.1, 0.1, 0.0], [0.0, 0.0, -0.1], [0.0, -0.1, 0.2], [0.2, 0.0, 0.0]], "nbo_charge": [0.37, -0.58, -0.54, -0.64, -0.69, -0.63, -0.53, -0.63, -0.47, 0.68, -0.49, -0.43, -0.09, -0.25, -0.24, -0.51, -0.46, -0.63, -0.63, -0.31, 0.22, 0.09, -0.26, -0.19, 0.73, 0.28, -0.02, -0.04, 0.00, 0.71, -0.44, 0.20, 0.42, 0.22, 0.20, 0.21, 0.22, 0.24, 0.24, 0.26, 0.22, 0.24, 0.22, 0.21, 0.21, 0.21, 0.24, 0.24, 0.21, 0.18, 0.22, 0.25, 0.43, 0.22, 0.22, 0.22, 0.19, 0.22, 0.23], "multiplicity": 1, "lumo_energy_ha": 0.02244, "smiles": "Cc1ccc(N(CC(=O)NC[C@H]2CCCO2)C(=O)CCC(=O)Nc2nccs2)cc1C", "homo_energy_ha": -0.318, "de_lowest_kj_mol": 51.17}